The following is a DFT calculation (ωB97M-V with the def2-TZVPD basis set) of 10 unconnected molecules or ions with the total composition C37H59N11O at a distorted geometry.

Geometry (Å):
1 C -25.6968 40.0021 -13.0770
2 O -25.4327 41.1217 -12.7503
3 N -26.3052 39.1827 -12.3251
4 N -25.4915 39.3442 -14.1807
5 H -26.6586 39.6177 -11.4849
6 H -26.6914 38.3181 -12.6763
7 H -26.0435 38.5590 -14.4950
8 H -25.0918 39.8813 -14.9369
9 C -16.8400 38.4659 -16.7487
10 C -17.5648 39.8127 -16.9529
11 C -17.8214 40.5960 -15.6726
12 C -16.5359 40.9444 -14.9981
13 N -15.5860 41.2332 -14.4387
14 H -16.9305 37.8504 -17.6437
15 H -17.2341 37.9307 -15.8848
16 H -15.7687 38.6245 -16.6256
17 H -18.5217 39.6163 -17.4365
18 H -16.9936 40.4554 -17.6228
19 H -18.3514 39.9192 -15.0024
20 H -18.4627 41.4585 -15.8544
21 C -20.6241 30.9606 -12.9784
22 C -21.7573 32.0027 -13.2492
23 C -21.4453 33.4088 -12.8714
24 C -21.0231 33.6552 -11.5575
25 N -20.6851 33.8382 -10.4422
26 H -20.4388 30.7805 -11.9195
27 H -19.6573 31.1318 -13.4520
28 H -20.9940 30.0183 -13.3826
29 H -22.6641 31.7504 -12.6995
30 H -22.0853 32.0495 -14.2876
31 H -22.2219 34.1113 -13.1738
32 H -20.7754 33.8014 -13.6364
33 C -15.7820 35.0978 -9.6795
34 C -16.9653 36.0114 -9.1367
35 C -17.0756 37.4501 -9.7843
36 C -16.8804 37.6010 -11.2874
37 N -16.7523 37.6964 -12.4187
38 H -15.6523 34.2657 -8.9875
39 H -14.8106 35.5920 -9.6955
40 H -16.0886 34.6580 -10.6286
41 H -16.9332 36.2414 -8.0718
42 H -17.9464 35.5681 -9.3070
43 H -16.2658 37.9673 -9.2697
44 H -18.0657 37.8418 -9.5512
45 C -24.9470 30.9065 -14.8533
46 C -25.8873 32.1554 -14.6954
47 C -25.8689 33.1521 -15.8662
48 C -24.6203 33.3326 -16.5127
49 N -23.5737 33.5022 -16.9837
50 H -24.9138 30.3930 -13.8924
51 H -23.9598 31.1152 -15.2656
52 H -25.3902 30.2027 -15.5578
53 H -25.7321 32.7125 -13.7714
54 H -26.8877 31.7421 -14.5675
55 H -26.3624 34.0704 -15.5479
56 H -26.4676 32.6407 -16.6199
57 C -22.4041 44.8484 -11.8896
58 C -22.4538 45.2089 -13.3624
59 C -23.1710 44.1065 -14.1792
60 C -22.3914 42.9337 -14.5195
61 N -21.8287 41.9274 -14.7339
62 H -22.0770 45.7055 -11.3009
63 H -21.6928 44.0472 -11.6891
64 H -23.3704 44.5890 -11.4573
65 H -21.4056 45.2967 -13.6484
66 H -22.8133 46.2232 -13.5360
67 H -23.5728 44.5881 -15.0706
68 H -24.0459 43.7574 -13.6307
69 N -16.5878 32.1978 -15.5768
70 C -16.6731 32.8673 -16.7859
71 C -16.6693 34.2051 -16.4054
72 C -16.6796 34.3015 -15.0359
73 C -16.5518 33.0321 -14.4930
74 H -16.4714 31.2087 -15.4087
75 H -16.7721 32.2361 -17.6566
76 H -16.6871 34.9551 -17.1823
77 H -16.8577 35.1741 -14.4251
78 H -16.4695 32.6932 -13.4708
79 N -22.0003 37.5261 -14.9527
80 C -21.0543 38.3096 -14.3009
81 C -19.8559 37.6425 -14.1634
82 C -20.0858 36.3519 -14.6827
83 C -21.3993 36.2976 -15.1349
84 H -22.9648 37.7946 -15.0860
85 H -21.3313 39.2883 -13.9378
86 H -18.9056 38.0051 -13.8003
87 H -19.3449 35.5706 -14.7676
88 H -21.9991 35.5708 -15.6626
89 N -18.3624 42.5458 -10.3325
90 C -19.0808 43.1157 -11.3534
91 C -19.5361 42.0461 -12.1615
92 C -19.0541 40.8626 -11.6606
93 C -18.3533 41.1852 -10.5239
94 H -17.9655 43.0766 -9.5704
95 H -19.0780 44.1940 -11.4146
96 H -20.0694 42.1190 -13.0978
97 H -19.0902 39.8497 -12.0336
98 H -17.8325 40.5439 -9.8283
99 N -19.1079 36.6835 -19.5363
100 C -18.8823 35.5590 -20.3195
101 C -18.8574 34.3848 -19.5154
102 C -19.1284 34.8061 -18.2010
103 C -19.2354 36.2188 -18.3124
104 H -19.1883 37.6459 -19.8320
105 H -18.7580 35.7549 -21.3743
106 H -18.6731 33.3510 -19.7680
107 H -19.3017 34.1939 -17.3283
108 H -19.4829 36.8458 -17.4686

Forces on atoms 1 to 3 (eV/Å):
C 0.063 1.076 -0.364
O 1.171 2.313 -0.204
N -3.704 -3.005 5.875

Summary:
* structure (SMILES): c1cc[nH]c1.c1cc[nH]c1.c1cc[nH]c1.c1cc[nH]c1.NC(N)=O.CCCC#N.CCCC#N.CCCC#N.CCCC#N.CCCC#N
* highest occupied orbital energy: -7.367 eV
* energy relative to the best compared isomer or geometry (same formula, charge and spin): 318.1 kJ/mol
* spin multiplicity: 1
* LUMO energy: -0.206 eV